Record 1
Entry from OMol25: an isolated molecule of C5H7NO in a non-equilibrium geometry (ωB97M-V/def2-TZVPD).

Its structure (SMILES) is Cn1cccc1O. Its net charge is 0. For the energy relative to the best compared isomer or geometry (same formula, charge and spin), the calculation gives 200.37 kJ/mol. The gap between HOMO and LUMO comes out at 8.955 eV. The calculation puts the electronic energy at -8834.1262 eV.

Element x y z (Å)
C1 0.334 1.492 -0.809
N1 -0.220 0.043 -0.853
C2 -1.489 -0.307 -0.301
C3 -1.306 -0.887 0.914
C4 0.108 -0.907 1.186
C5 0.691 -0.470 0.053
O1 2.003 -0.405 -0.299
H1 0.991 1.589 -1.668
H2 0.956 1.767 0.078
H3 -0.510 2.165 -0.825
H4 -2.410 -0.220 -0.871
H5 -2.056 -1.331 1.557
H6 0.624 -1.202 2.084
H7 2.310 -1.308 -0.164

***

Record 2
Entry from OMol25: a structure of composition C5H7NO (ωB97M-V/def2-TZVPD).

Its net charge is 0. For the energy relative to the best compared isomer or geometry (same formula, charge and spin), the calculation gives 289.45 kJ/mol. The gap between HOMO and LUMO comes out at 10.510 eV. The calculation puts the electronic energy at -8833.2029 eV.

Element x y z (Å)
C1 2.554 0.075 0.575
N1 1.204 0.540 0.662
C2 0.175 -0.025 0.245
O1 -0.134 -1.205 -0.445
C3 -1.275 -0.493 -0.999
C4 -2.288 -0.179 0.042
C5 -1.063 0.689 -0.075
H1 3.103 0.794 -0.045
H2 2.989 0.125 1.576
H3 2.677 -0.928 0.154
H4 -1.425 -0.578 -2.070
H5 -2.427 -0.842 0.892
H6 -3.198 0.276 -0.347
H7 -0.891 1.751 -0.164

***

Record 3
Entry from OMol25: a structure of composition C5H7NO in a non-equilibrium geometry (ωB97M-V/def2-TZVPD).

Its net charge is 0. For the energy relative to the best compared isomer or geometry (same formula, charge and spin), the calculation gives 506.85 kJ/mol. The gap between HOMO and LUMO comes out at 9.809 eV. The calculation puts the electronic energy at -8830.9497 eV.

Element x y z (Å)
O1 0.820 1.888 1.223
C1 1.359 0.744 0.704
C2 0.429 1.063 -0.359
C3 -0.234 -0.638 -1.222
C4 -0.526 -1.495 -0.246
C5 -1.272 -0.442 0.514
N1 -0.872 0.528 -0.559
H1 2.411 0.788 0.417
H2 0.693 1.690 -1.210
H3 0.137 -0.687 -2.243
H4 1.141 -0.192 1.226
H5 -0.528 -2.568 -0.185
H6 -0.991 -0.162 1.529
H7 -2.353 -0.601 0.474

***

Record 4
Entry from OMol25: an isolated molecule of C5H7NO in a non-equilibrium geometry (ωB97M-V/def2-TZVPD).

Its structure (SMILES) is C[C@@]1(O)C[C@H]1C#N. Its net charge is 0. For the energy relative to the best compared isomer or geometry (same formula, charge and spin), the calculation gives 134.65 kJ/mol. The gap between HOMO and LUMO comes out at 10.907 eV. The calculation puts the electronic energy at -8834.8073 eV.

Element x y z (Å)
C1 -1.389 0.740 0.028
C2 0.095 0.534 -0.207
O1 0.683 1.484 -1.051
C3 0.967 -0.062 0.847
C4 0.652 -0.869 -0.399
C5 -0.205 -2.024 -0.291
N1 -0.911 -2.936 -0.189
H1 -1.775 1.390 -0.760
H2 -1.590 1.214 0.995
H3 -1.939 -0.206 -0.006
H4 1.314 2.004 -0.535
H5 0.505 -0.374 1.780
H6 1.989 0.297 0.934
H7 1.442 -0.951 -1.138

***

Record 5
Entry from OMol25: an isolated molecule of C5H7NO in a non-equilibrium geometry (ωB97M-V/def2-TZVPD).

Its structure (SMILES) is C[C@H](C#N)CC=O. Its net charge is 0. For the energy relative to the best compared isomer or geometry (same formula, charge and spin), the calculation gives 93.34 kJ/mol. The gap between HOMO and LUMO comes out at 10.838 eV. The calculation puts the electronic energy at -8835.2354 eV.

Element x y z (Å)
C1 0.274 1.187 1.382
C2 0.033 -0.079 0.563
C3 1.258 -0.856 0.367
N1 2.170 -1.506 0.076
C4 -0.546 0.215 -0.844
C5 -0.687 -1.102 -1.583
O1 0.175 -1.555 -2.291
H1 0.671 0.944 2.371
H2 -0.674 1.716 1.506
H3 0.986 1.851 0.884
H4 -0.649 -0.737 1.122
H5 -1.514 0.716 -0.725
H6 0.133 0.867 -1.411
H7 -1.630 -1.662 -1.415

***

Record 6
Entry from OMol25: a structure of composition C5H7NO (ωB97M-V/def2-TZVPD).

Its net charge is 0. For the energy relative to the best compared isomer or geometry (same formula, charge and spin), the calculation gives 258.34 kJ/mol. The gap between HOMO and LUMO comes out at 10.648 eV. The calculation puts the electronic energy at -8833.5253 eV.

Element x y z (Å)
C1 2.347 0.039 0.779
N1 1.206 0.887 0.483
C2 0.278 0.438 -0.221
O1 0.147 -0.781 -0.892
C3 -1.252 -0.492 -1.123
C4 -1.900 -0.323 0.205
C5 -1.145 0.831 -0.440
H1 3.030 -0.058 -0.072
H2 2.896 0.487 1.612
H3 2.029 -0.970 1.074
H4 -1.703 -0.824 -2.050
H5 -1.406 -0.815 1.040
H6 -2.981 -0.233 0.254
H7 -1.546 1.813 -0.648

***

Record 7
Entry from OMol25: an isolated molecule of C5H7NO in a non-equilibrium geometry (ωB97M-V/def2-TZVPD).

Its structure (SMILES) is O=C1CC=CCN1. Its net charge is 0. For the energy relative to the best compared isomer or geometry (same formula, charge and spin), the calculation gives 200.49 kJ/mol. The gap between HOMO and LUMO comes out at 10.341 eV. The calculation puts the electronic energy at -8834.1249 eV.

Element x y z (Å)
O1 0.751 2.103 0.996
C1 0.527 1.141 0.304
C2 1.333 -0.164 0.204
C3 0.504 -1.389 -0.091
C4 -0.792 -1.220 -0.339
C5 -1.256 0.180 -0.129
N1 -0.408 1.155 -0.819
H1 2.036 -0.324 1.025
H2 1.903 0.119 -0.690
H3 0.948 -2.374 0.017
H4 -1.501 -2.030 -0.462
H5 -0.841 0.372 0.994
H6 -2.329 0.370 -0.203
H7 -0.874 2.061 -0.807

***

Record 8
Entry from OMol25: an isolated molecule of C5H7NO in a non-equilibrium geometry (ωB97M-V/def2-TZVPD).

Its structure (SMILES) is Cc1cocc1N. Its net charge is 0. For the energy relative to the best compared isomer or geometry (same formula, charge and spin), the calculation gives 176.84 kJ/mol. The gap between HOMO and LUMO comes out at 8.969 eV. The calculation puts the electronic energy at -8834.3700 eV.

Element x y z (Å)
C1 0.512 1.722 0.222
C2 0.575 0.218 0.296
C3 1.475 -0.770 0.558
O1 1.099 -2.047 0.193
C4 -0.203 -1.850 -0.227
C5 -0.546 -0.602 -0.242
N1 -1.681 0.052 -0.708
H1 -0.237 2.113 -0.677
H2 -0.038 2.040 1.088
H3 1.484 2.267 0.244
H4 2.469 -0.863 0.910
H5 -0.685 -2.753 -0.642
H6 -1.751 0.975 -0.235
H7 -2.474 -0.502 -0.782

***

Record 9
Entry from OMol25: an isolated molecule of C5H7NO (ωB97M-V/def2-TZVPD).

Its structure (SMILES) is C[C@H]1C=CNC1=O. Its net charge is 0. For the energy relative to the best compared isomer or geometry (same formula, charge and spin), the calculation gives 56.96 kJ/mol. The gap between HOMO and LUMO comes out at 9.874 eV. The calculation puts the electronic energy at -8835.6125 eV.

Element x y z (Å)
C1 1.451 -0.393 -1.116
C2 0.021 -0.227 -0.636
C3 -0.489 -1.061 0.528
C4 -1.259 -0.277 1.290
N1 -1.383 1.025 0.731
C5 -0.187 1.143 0.005
O1 0.577 2.070 0.074
H1 1.642 -1.389 -1.526
H2 2.149 -0.201 -0.297
H3 1.653 0.346 -1.898
H4 -0.683 -0.307 -1.482
H5 -0.230 -2.093 0.725
H6 -1.660 -0.450 2.280
H7 -1.603 1.814 1.321

***

Record 10
Entry from OMol25: an isolated molecule of C5H7NO in a non-equilibrium geometry (ωB97M-V/def2-TZVPD).

Its structure (SMILES) is C=C(O)[C@@H](C)C#N. Its net charge is 0. For the energy relative to the best compared isomer or geometry (same formula, charge and spin), the calculation gives 105.65 kJ/mol. The gap between HOMO and LUMO comes out at 10.167 eV. The calculation puts the electronic energy at -8835.1078 eV.

Element x y z (Å)
C1 0.202 -0.618 -1.808
C2 -0.164 0.216 -0.842
O1 -1.144 1.136 -1.064
C3 0.412 0.327 0.544
C4 -0.646 0.170 1.640
C5 1.502 -0.635 0.734
N1 2.348 -1.400 0.917
H1 -0.144 -0.433 -2.824
H2 0.913 -1.411 -1.665
H3 -1.411 0.920 -1.963
H4 0.851 1.332 0.621
H5 -1.098 -0.823 1.586
H6 -0.195 0.296 2.627
H7 -1.424 0.922 1.497

***

Record 11
Entry from OMol25: a structure of composition C5H7NO in a non-equilibrium geometry (ωB97M-V/def2-TZVPD).

Its net charge is 0. For the energy relative to the best compared isomer or geometry (same formula, charge and spin), the calculation gives 621.40 kJ/mol. The gap between HOMO and LUMO comes out at 9.584 eV. The calculation puts the electronic energy at -8829.7625 eV.

Element x y z (Å)
C1 -0.105 1.093 0.269
C2 -0.791 -0.190 0.897
C3 -0.413 0.150 -1.047
C4 0.626 -0.840 -0.920
C5 0.289 -1.115 0.453
H1 1.896 2.023 0.554
H2 1.891 0.179 -0.008
H3 -0.457 2.041 0.539
H4 -1.330 -0.369 1.858
H5 -0.531 0.546 -1.973
H6 1.229 -1.497 -1.479
H7 1.044 -1.627 1.212
N1 1.468 1.000 0.514
O1 -1.456 -0.361 -0.276

***

Record 12
Entry from OMol25: an isolated molecule of C5H7NO in a non-equilibrium geometry (ωB97M-V/def2-TZVPD).

Its structure (SMILES) is C1=C[C@@H]2N[C@H]2CO1. Its net charge is 0. For the energy relative to the best compared isomer or geometry (same formula, charge and spin), the calculation gives 677.70 kJ/mol. The gap between HOMO and LUMO comes out at 9.446 eV. The calculation puts the electronic energy at -8829.1790 eV.

Element x y z (Å)
C1 1.498 0.660 0.129
C2 0.510 1.576 0.183
C3 -0.765 0.738 -0.376
N1 -2.045 0.197 0.065
C4 -0.811 -0.382 0.749
C5 0.194 -1.276 0.018
O1 1.492 -0.698 -0.122
H1 2.719 0.639 0.098
H2 0.591 2.565 0.322
H3 -0.411 0.452 -1.444
H4 -2.386 -0.160 -0.936
H5 -0.586 -0.186 1.740
H6 -0.242 -1.897 -0.986
H7 0.242 -2.228 0.558

***

Record 13
Entry from OMol25: an isolated molecule of C5H7NO in a non-equilibrium geometry (ωB97M-V/def2-TZVPD).

Its net charge is 0. For the energy relative to the best compared isomer or geometry (same formula, charge and spin), the calculation gives 591.96 kJ/mol. The gap between HOMO and LUMO (alpha / beta) comes out at 8.377 / 8.383 eV. The calculation puts the electronic energy at -8830.0676 eV.

Element x y z (Å)
O1 1.076 1.188 -0.280
C1 1.230 0.082 0.502
N1 0.069 0.039 1.424
C2 -1.017 0.818 0.766
C3 -0.939 0.627 -0.700
C4 1.155 -1.053 -0.457
C5 0.860 -1.795 -1.364
H1 2.148 0.031 1.122
H2 -0.200 -0.931 1.556
H3 -0.841 1.872 0.940
H4 -1.964 0.468 1.192
H5 -1.438 -0.283 -1.113
H6 -0.778 1.403 -1.422
H7 0.639 -2.465 -2.166

***

Record 14
Entry from OMol25: a structure of composition C5H7NO in a non-equilibrium geometry (ωB97M-V/def2-TZVPD).

Its net charge is 0. For the energy relative to the best compared isomer or geometry (same formula, charge and spin), the calculation gives 592.70 kJ/mol. The gap between HOMO and LUMO (alpha / beta) comes out at 7.057 / 8.640 eV. The calculation puts the electronic energy at -8830.0599 eV.

Element x y z (Å)
O1 0.412 1.512 1.828
C1 0.976 1.117 0.687
C2 0.428 0.873 -0.625
C3 0.036 -0.473 -1.202
C4 -0.240 -1.548 -0.178
C5 -0.952 -0.429 0.550
N1 -0.988 0.413 -0.655
H1 2.010 1.477 0.672
H2 0.788 1.544 -1.414
H3 0.185 -0.590 -2.272
H4 0.587 -2.082 0.299
H5 -0.927 -2.270 -0.638
H6 -0.431 1.009 1.840
H7 -1.883 -0.553 1.107

***

Record 15
Entry from OMol25: an isolated molecule of C5H7NO (ωB97M-V/def2-TZVPD).

Its structure (SMILES) is OCC#C[C@H]1CN1. Its net charge is 0. For the energy relative to the best compared isomer or geometry (same formula, charge and spin), the calculation gives 322.36 kJ/mol. The gap between HOMO and LUMO comes out at 10.255 eV. The calculation puts the electronic energy at -8832.8618 eV.

Element x y z (Å)
O1 0.755 2.299 2.412
C1 -0.431 1.767 1.857
C2 -0.188 0.584 1.008
C3 0.072 -0.407 0.365
C4 0.403 -1.559 -0.458
C5 0.143 -1.469 -1.926
N1 1.504 -1.450 -1.421
H1 1.266 1.558 2.760
H2 -1.157 1.508 2.643
H3 -0.877 2.581 1.276
H4 0.356 -2.528 0.036
H5 -0.308 -0.539 -2.267
H6 -0.121 -2.353 -2.503
H7 1.874 -0.504 -1.421

***

Record 16
Entry from OMol25: an isolated molecule of C5H7NO (ωB97M-V/def2-TZVPD).

Its net charge is 0. For the energy relative to the best compared isomer or geometry (same formula, charge and spin), the calculation gives 406.61 kJ/mol. The gap between HOMO and LUMO (alpha / beta) comes out at 8.172 / 8.172 eV. The calculation puts the electronic energy at -8831.9886 eV.

Element x y z (Å)
C1 -0.700 -0.993 -0.930
C2 0.275 0.599 1.931
C3 0.000 0.830 0.626
N1 -0.894 1.830 0.164
C4 0.491 -0.176 -0.381
C5 1.322 -1.029 0.489
O1 1.229 -0.758 1.694
H1 -1.486 -0.274 -1.182
H2 -0.440 -1.583 -1.813
H3 -1.093 -1.654 -0.152
H4 -0.406 2.546 -0.368
H5 -1.337 2.283 0.957
H6 1.077 0.240 -1.213
H7 1.963 -1.859 0.177

***

Record 17
Entry from OMol25: an isolated molecule of C5H7NO (ωB97M-V/def2-TZVPD).

Its net charge is 0. For the energy relative to the best compared isomer or geometry (same formula, charge and spin), the calculation gives 436.71 kJ/mol. The gap between HOMO and LUMO comes out at 10.586 eV. The calculation puts the electronic energy at -8831.6766 eV.

Element x y z (Å)
C1 -1.575 -0.877 -0.294
N1 -1.799 0.569 -0.204
C2 -0.467 0.078 -0.092
C3 0.650 0.172 0.962
C4 1.667 -0.301 -0.103
C5 0.750 0.748 -0.733
O1 0.880 1.549 0.505
H1 -1.826 -1.469 0.590
H2 -1.827 -1.359 -1.236
H3 -2.249 0.894 0.642
H4 0.668 -0.035 2.036
H5 1.627 -1.325 -0.484
H6 2.683 0.057 0.082
H7 0.818 1.299 -1.671